Below is one molecule with the formula C7H7Br2NO5, with properties calculated with ωB97M-V/def2-TZVPD.

Output
Charge: 0
E (hartree): -5849.8503
Structure (SMILES): O=C1CCC(=O)N([C@@](Br)(CBr)C(=O)O)O1
Frontier orbital gap (hartree): 0.3815
Relative energy (zero: lowest compared OMol25 entry of this formula, charge and spin) (eV): 0.000
E_LUMO (eV): 0.2

CARTESIAN COORDINATES (ANGSTROEM)
C -0.8291 -0.1878 -1.2114
C 1.2916 -1.9535 -0.2281
C 0.6393 0.9092 2.0209
C -0.4233 -1.4065 -2.0144
C 0.0239 -2.4691 -0.8973
C -1.3854 1.9984 0.7736
C -0.0338 1.3384 0.4501
N 0.0633 0.0794 -0.2346
O 1.8047 1.3089 2.3048
O -1.8705 0.4070 -1.3976
O 2.2402 -2.5914 -0.0277
O -0.1449 0.2197 2.6051
O 1.2751 -0.6096 -0.0835
Br -1.1435 3.4372 2.1061
Br 1.1846 2.6645 -0.4685
H -1.3161 -1.7240 -2.5685
H 0.5854 -1.2316 -2.5714
H 0.4225 -3.3804 -1.3543
H -0.7086 -2.5762 -0.0330
H -2.0414 1.3685 1.2000
H -1.8712 2.4921 -0.1722
H 2.2373 1.9068 1.8021

Forces on the atoms, in the same order (eV/Å):
-0.09 -1.54 -2.13
-3.57 0.15 -1.96
-3.81 0.19 -3.71
1.64 -0.85 1.38
-0.05 0.62 0.28
1.49 3.15 -3.65
2.72 -0.25 2.95
-1.50 1.44 0.92
-0.30 -3.12 4.58
0.52 0.24 0.46
2.49 -0.82 1.02
1.27 0.12 0.59
0.75 2.26 0.56
0.03 -0.38 -0.44
-0.39 -0.34 0.18
0.77 0.01 -0.24
-2.20 -0.06 0.30
-0.96 -0.19 0.26
0.47 -0.35 -1.44
-2.09 -2.41 1.39
1.11 -1.02 1.99
1.70 3.14 -3.30